2 unconnected molecules or ions with the total composition C4H11NO, computed with the ωB97M-V functional and the def2-TZVPD basis.

E_LUMO: 0.7 eV
Structure (SMILES): CC(C)=CN.O
Total charge: 0
HOMO level: -0.33545 Eh

Cartesian coordinates (Å):
H -1.12 1.76 -0.35
O -0.88 -1.47 1.80
N 0.28 1.55 1.26
H 2.23 -0.19 -1.12
H -0.81 -1.14 0.90
H -0.50 -2.36 1.75
C 0.14 0.17 -0.79
H 1.29 1.57 1.21
H 1.65 -0.65 0.48
H -1.27 0.64 -2.32
C 1.40 -0.64 -0.58
H -1.32 -1.05 -1.79
C -0.25 1.20 -0.03
C -0.67 -0.21 -2.02
H 1.24 -1.64 -0.95
H 0.04 0.82 1.92
H 0.00 -0.50 -2.83

Atomic partial charges in e from the Löwdin method, atoms 1 to 4:
1 H 0.10
2 O -0.06
3 N 0.02
4 H 0.08